Model i:
Formula: CH4N2O3
Source: OMol25
Level of theory: wB97M-V/def2-TZVPD

Orbital gap (alpha / beta) = 7.1 / 8.4 eV
Charge = 0

Last column: natural (NBO) charge in e.
Positions of all 10 atoms, in Å:
C1 0.32944 -0.30050 -0.23544  0.574
N1 -0.40760 0.71477 -0.74621  -0.842
N2 1.76118 0.15454 -0.05370  0.478
O1 1.90750 1.33572 -0.10643  -0.368
O2 2.53437 -0.78761 0.15834  -0.412
O3 0.24502 -1.59807 -0.43588  -0.673
H1 0.07380 -0.30274 1.81418  -0.142
H2 0.30614 1.45133 -0.71990  0.426
H3 -1.21064 0.62679 -1.42027  0.433
H4 1.16547 -2.00764 -0.37319  0.528

***

Model ii:
Formula: CH4N2O3
Source: OMol25
Level of theory: wB97M-V/def2-TZVPD

Orbital gap = 9.5 eV
Charge = 0

Last column: natural (NBO) charge in e.
Positions of all 10 atoms, in Å:
C1 1.55192 -0.89312 0.10114  0.635
N1 -1.19564 0.79202 -0.55905  -0.231
N2 -2.03322 0.07676 -0.10387  -0.339
O1 1.42837 1.52143 0.11842  -0.426
O2 0.48285 -1.22533 0.52529  -0.591
O3 2.08396 0.28965 -0.19014  -0.266
H1 2.34660 -1.47882 -0.11239  0.118
H2 -2.25177 -0.09472 0.93532  0.318
H3 -2.91139 -0.25625 -0.65426  0.303
H4 0.49833 1.26838 -0.06046  0.479

***

model ii wins, 99.5 kJ/mol ahead of the next structure.

***

Model i:
Formula: C3H4N2OS
Source: OMol25
Level of theory: wB97M-V/def2-TZVPD

Orbital gap (alpha / beta) = 5.9 / 8.2 eV
Charge = 0
Spin multiplicity = 3

Last column: natural (NBO) charge in e.
Positions of all 11 atoms, in Å:
C1 0.00058 -1.39480 0.55350  0.330
C2 -0.78947 -0.41632 0.74380  -0.095
C3 -1.37361 0.50171 -0.28943  -0.675
N1 2.54479 -0.16758 -1.57963  0.040
N2 2.30013 0.49771 -0.69158  -0.167
O1 0.68825 -2.32073 0.53888  -0.414
S1 2.05016 1.37610 0.50814  0.143
H1 -1.09304 -0.30135 1.77394  0.148
H2 -2.37182 0.25916 -0.53143  0.241
H3 -0.60640 0.45468 -1.17487  0.221
H4 -1.34957 1.51141 0.14868  0.227

***

Model ii:
Formula: C3H4N2OS
Source: OMol25
Level of theory: wB97M-V/def2-TZVPD

Orbital gap (alpha / beta) = 7.3 / 6.9 eV
Charge = 0
Spin multiplicity = 3

Last column: natural (NBO) charge in e.
Positions of all 11 atoms, in Å:
C1 0.53183 -1.42962 -0.27679  -0.085
C2 -1.75940 0.38185 -0.24647  0.454
C3 1.54654 0.99385 0.54497  -0.702
N1 -0.56098 -1.52603 0.28217  -0.090
N2 -1.51677 -0.70560 0.46251  -0.236
O1 -2.40050 1.37253 -0.05777  -0.462
S1 1.26876 0.20935 -0.87110  0.346
H1 0.91919 -2.35711 -0.70647  0.223
H2 -1.15729 0.48634 -1.15138  0.106
H3 1.30205 0.50130 1.44621  0.211
H4 1.82657 2.07315 0.57413  0.236

***

model i wins, 26.8 kJ/mol ahead of the next structure.

***

Model i:
Formula: C2H6N2O3
Source: OMol25
Level of theory: wB97M-V/def2-TZVPD

Orbital gap = 10.6 eV
Structure (SMILES) = NC(N)(O)C(=O)O
Charge = 0

Last column: natural (NBO) charge in e.
Positions of all 13 atoms, in Å:
N1 0.95138 1.13079 -0.57498  -0.903
C1 0.21547 -0.32660 0.00751  0.438
N2 0.79376 -0.56362 1.23067  -0.853
O1 0.26891 -1.33894 -0.93231  -0.721
C2 -1.30881 0.13584 -0.04780  0.737
O2 -2.16941 -0.45039 -0.68378  -0.586
O3 -1.53879 1.21768 0.64728  -0.634
H1 0.54314 1.33982 -1.43730  0.345
H2 1.95186 0.90262 -0.74676  0.361
H3 0.13638 -0.87581 1.91853  0.388
H4 1.45125 -1.32497 0.84565  0.401
H5 -0.65508 -1.27175 -1.30064  0.506
H6 -0.64006 1.42535 1.07393  0.520

***

Model ii:
Formula: C2H6N2O3
Source: OMol25
Level of theory: wB97M-V/def2-TZVPD

Orbital gap = 11.4 eV
Structure (SMILES) = C/C=N\[N+](=O)[O-].O
Charge = 0

Last column: natural (NBO) charge in e.
Positions of all 13 atoms, in Å:
C1 0.23449 0.99504 -0.37868  -0.693
C2 -0.41390 0.90375 0.92384  0.194
N1 -1.56304 0.40168 1.10169  -0.296
N2 -2.44435 0.04622 0.13730  0.621
O1 -3.22985 0.86463 -0.24421  -0.360
O2 -2.38816 -1.12120 -0.12938  -0.384
H1 -0.57450 1.40456 -0.93595  0.239
H2 1.17612 1.66746 -0.20128  0.231
H3 0.42264 0.09446 -0.74615  0.255
H4 0.22303 1.15019 1.72415  0.198
O3 0.22037 -2.10152 -0.14216  -0.949
H5 -0.32596 -1.45210 0.20854  0.463
H6 -0.04046 -2.96614 0.23832  0.481

***

model i wins, 391.4 kJ/mol ahead of the next structure.

***

Model i:
Formula: C2H6N2O3
Source: OMol25
Level of theory: wB97M-V/def2-TZVPD

Orbital gap = 9.6 eV
Structure (SMILES) = OC/C(=N/O)NO
Charge = 0

Last column: natural (NBO) charge in e.
Positions of all 13 atoms, in Å:
O1 -2.17330 0.28190 -0.57171  -0.693
C1 -1.34300 -0.61930 0.09251  -0.129
C2 0.11010 -0.24506 -0.05394  0.291
N1 1.05022 -1.08152 -0.38581  -0.161
O2 2.26184 -0.63192 -0.15593  -0.576
N2 0.36240 1.06041 0.50149  -0.344
O3 1.15300 1.84940 -0.40602  -0.588
H1 -3.01055 0.18078 -0.15803  0.477
H2 -1.46677 -0.64648 1.29899  0.178
H3 -1.36480 -1.77829 -0.11803  0.200
H4 2.90985 -1.38938 -0.01240  0.493
H5 -0.53168 1.57663 0.40581  0.371
H6 2.04269 1.44283 -0.43694  0.481

***

Model ii:
Formula: C2H6N2O3
Source: OMol25
Level of theory: wB97M-V/def2-TZVPD

Orbital gap = 10.9 eV
Structure (SMILES) = NC(=O)O.NC=O
Charge = 0

Last column: natural (NBO) charge in e.
Positions of all 13 atoms, in Å:
N1 0.93292 -1.68936 -0.68482  -0.853
C1 0.54433 -1.54803 0.62227  0.881
O1 -0.53970 -1.80246 1.05007  -0.601
O2 1.54934 -1.05273 1.41328  -0.712
H1 1.71404 -1.15063 -1.01406  0.400
H2 0.17140 -1.78277 -1.32613  0.399
H3 2.32668 -1.60358 1.30478  0.486
N2 -1.73241 1.71965 -0.55560  -0.840
C2 -0.51993 1.76908 0.06793  0.527
O3 0.53607 1.82781 -0.50559  -0.599
H4 -2.53979 1.40627 -0.05357  0.396
H5 -1.85894 2.08882 -1.48359  0.401
H6 -0.58402 1.81793 1.16502  0.115

***

Model iii:
Formula: C2H6N2O3
Source: OMol25
Level of theory: wB97M-V/def2-TZVPD

Orbital gap = 10.8 eV
Structure (SMILES) = C/N=N\O.O=CO
Charge = 0

Last column: natural (NBO) charge in e.
Positions of all 13 atoms, in Å:
C1 1.77754 -0.61602 -0.09008  -0.503
N1 0.84564 -0.21028 -1.14443  -0.165
N2 0.43405 0.96815 -1.15384  0.115
O1 0.87281 1.79536 -0.11974  -0.586
H1 2.74926 -0.13029 -0.22492  0.219
H2 1.93239 -1.69757 -0.15042  0.217
H3 1.38951 -0.39577 0.90983  0.218
H4 0.42911 2.63083 -0.34597  0.487
O2 -1.56310 -1.61315 0.87210  -0.591
C2 -1.92014 -0.45088 0.85015  0.638
O3 -2.57986 0.07542 -0.19387  -0.672
H5 -1.76451 0.29624 1.64212  0.126
H6 -2.60270 -0.65200 -0.85091  0.498

***

model ii wins, 295.3 kJ/mol ahead of the next structure.

***

Model i:
Formula: C6H6N4
Source: OMol25
Level of theory: wB97M-V/def2-TZVPD

Orbital gap = 9.8 eV
Structure (SMILES) = Nc1ccnc2[nH]cnc12
Charge = 0

Last column: natural (NBO) charge in e.
Positions of all 16 atoms, in Å:
N1 2.43265 0.70907 0.13049  -0.826
C1 1.30657 -0.10375 -0.06054  0.210
C2 1.26579 -1.46237 -0.47021  -0.308
C3 0.00373 -2.07396 -0.70150  0.046
N2 -1.21338 -1.54869 -0.41414  -0.439
C4 -1.11765 -0.27195 -0.04449  0.298
N3 -2.16263 0.55447 0.11698  -0.532
C5 -1.65617 1.72035 0.52905  0.220
N4 -0.36243 1.81120 0.57630  -0.462
C6 0.01967 0.49137 0.11125  -0.018
H1 2.15613 1.62343 -0.24892  0.383
H2 2.44277 0.78643 1.16748  0.379
H3 2.26297 -1.96802 -0.57609  0.237
H4 0.02452 -3.10298 -1.08024  0.196
H5 -3.10963 0.32810 0.05461  0.422
H6 -2.29291 2.50729 0.90995  0.196

***

Model ii:
Formula: C6H6N4
Source: OMol25
Level of theory: wB97M-V/def2-TZVPD

Orbital gap = 9.3 eV
Structure (SMILES) = Cc1ncnc2nc[nH]c12
Charge = 0

Last column: natural (NBO) charge in e.
Positions of all 16 atoms, in Å:
C1 1.80229 -1.38976 0.05139  -0.680
C2 1.10020 -0.02116 -0.16421  0.229
N1 1.53303 1.21763 -0.24704  -0.458
C3 0.80089 2.27761 -0.10081  0.231
N2 -0.54976 2.33227 0.07052  -0.428
C4 -1.09709 1.18859 0.14991  0.318
N3 -2.57719 0.83018 -0.06911  -0.440
C5 -2.49907 -0.51927 -0.14469  0.213
N4 -1.25349 -0.99941 -0.19388  -0.543
C6 -0.32468 -0.03183 -0.03294  0.019
H1 2.14073 -2.02333 -0.83971  0.253
H2 2.90603 -1.30546 0.64480  0.247
H3 1.14501 -1.88765 0.85936  0.221
H4 1.16920 3.39428 -0.09483  0.193
H5 -3.36036 -1.05145 0.04419  0.207
H6 -0.93575 -2.01124 0.06704  0.418

***

model i wins, 201.8 kJ/mol ahead of the next structure.

***

Model i:
Formula: C16H25N3O3S
Source: OMol25
Level of theory: wB97M-V/def2-TZVPD

Orbital gap = 8.3 eV
Structure (SMILES) = Cc1ccc(N2CCN(S(=O)(=O)N3CCOCC3)CC2)cc1C
Charge = 0

Last column: natural (NBO) charge in e.
Positions of all 48 atoms, in Å:
C1 -6.78654 -0.70312 0.09101  -0.588
C2 -5.19898 -0.51377 0.02334  -0.092
C3 -4.33693 -1.49483 0.12790  -0.146
C4 -3.06618 -1.46386 0.14295  -0.243
C5 -2.53056 -0.34048 -0.08868  0.140
N1 -1.15620 -0.11796 0.01958  -0.437
C6 -0.28274 -0.91093 0.60848  -0.238
C7 0.92568 -0.42081 1.22469  -0.240
N2 1.64384 0.25112 0.11361  -0.697
S1 3.11584 0.84991 0.53861  2.283
O1 3.67975 1.92953 -0.62098  -0.903
O2 3.21414 1.36391 1.94239  -0.882
N3 3.85169 -0.58852 0.23806  -0.641
C8 4.95338 -0.68330 1.31743  -0.233
C9 6.24647 -0.11774 0.67512  -0.118
O3 6.58187 -0.67397 -0.80275  -0.560
C10 5.40122 -0.60279 -1.62585  -0.112
C11 4.02380 -1.04806 -0.93135  -0.262
C12 0.69357 1.41936 -0.35689  -0.272
C13 -0.52900 0.86820 -1.07572  -0.234
C14 -3.47670 0.83918 -0.00138  -0.197
C15 -4.88580 0.64753 0.08806  0.000
C16 -5.70183 1.99894 -0.32887  -0.619
H1 -7.10944 -0.38350 -0.93157  0.212
H2 -7.22663 -0.28221 0.87612  0.203
H3 -6.95196 -1.90562 0.12694  0.193
H4 -5.01541 -2.51958 0.16407  0.187
H5 -2.54902 -2.45027 0.27670  0.218
H6 -0.79502 -1.56270 1.25466  0.228
H7 -0.15911 -1.73850 -0.21793  0.136
H8 1.79049 -1.24359 1.53022  0.245
H9 0.64840 0.30058 2.22256  0.225
H10 4.86167 -0.18952 2.17662  0.241
H11 5.18769 -1.98361 1.27512  0.204
H12 7.21137 -0.23828 0.82121  0.222
H13 6.21315 0.96395 0.46946  0.198
H14 5.65773 -0.70209 -2.62488  0.211
H15 5.23167 0.64216 -1.85776  0.154
H16 3.27016 -0.72190 -1.54211  0.239
H17 4.16929 -1.99437 -1.09473  0.209
H18 1.29163 2.25883 -1.09005  0.279
H19 0.37309 2.27531 0.57933  0.218
H20 -1.23888 1.66409 -0.96667  0.245
H21 -0.31683 0.27601 -1.75569  0.188
H22 -3.11377 2.01972 -0.20745  0.194
H23 -6.35184 1.93058 -1.19587  0.226
H24 -5.05078 2.84234 -0.27649  0.216
H25 -6.40742 2.25463 0.66941  0.201

***

Model ii:
Formula: C16H25N3O3S
Source: OMol25
Level of theory: wB97M-V/def2-TZVPD

Orbital gap = 9.8 eV
Structure (SMILES) = CN1CCN(C(=O)CN(CCc2ccccc2)S(C)(=O)=O)CC1
Charge = 0

Last column: natural (NBO) charge in e.
Positions of all 48 atoms, in Å:
C1 4.40483 -0.58308 -2.74170  -0.405
N1 2.97888 -0.52145 -2.97133  -0.437
C2 2.26406 -1.53129 -2.21477  -0.225
C3 0.77170 -1.52627 -2.55629  -0.239
N2 0.21320 -0.20350 -2.37334  -0.430
C4 -0.93009 0.15747 -1.75810  0.678
O1 -1.28218 1.32697 -1.71406  -0.657
C5 -1.80332 -0.91571 -1.09779  -0.307
N3 -1.70385 -0.88065 0.34162  -0.706
C6 -2.74191 -0.28019 1.14053  -0.207
C7 -2.68593 1.25404 1.16726  -0.444
C8 -1.46682 1.76419 1.88007  -0.033
C9 -1.29940 1.54272 3.24277  -0.174
C10 -0.16841 1.99858 3.89669  -0.228
C11 0.80904 2.68830 3.19742  -0.230
C12 0.64681 2.92014 1.84209  -0.203
C13 -0.48356 2.45971 1.18799  -0.230
S1 -0.51616 -1.75748 1.06852  2.334
C14 0.87770 -0.61978 1.25597  -0.872
O2 -0.95121 -2.13928 2.37846  -0.942
O3 -0.11055 -2.79342 0.15588  -0.970
C15 0.96495 0.81082 -3.09216  -0.236
C16 2.42887 0.78566 -2.67164  -0.228
H1 4.76839 -1.56861 -3.02758  0.203
H2 4.67628 -0.39972 -1.69018  0.164
H3 4.89620 0.16347 -3.36362  0.202
H4 2.67117 -2.51194 -2.46918  0.211
H5 2.38426 -1.38394 -1.12709  0.164
H6 0.29101 -2.25547 -1.90833  0.252
H7 0.64615 -1.81717 -3.60633  0.193
H8 -1.56065 -1.92292 -1.43418  0.233
H9 -2.83654 -0.68843 -1.37685  0.233
H10 -2.60934 -0.68769 2.14359  0.239
H11 -3.71968 -0.60143 0.76076  0.194
H12 -2.68987 1.62771 0.14280  0.243
H13 -3.58531 1.61019 1.67542  0.215
H14 -2.06069 1.01296 3.79675  0.205
H15 -0.05036 1.81966 4.95548  0.215
H16 1.68981 3.04764 3.70928  0.214
H17 1.40222 3.46468 1.29376  0.211
H18 -0.60998 2.63609 0.13025  0.239
H19 1.76878 -1.21935 1.39272  0.244
H20 0.94345 -0.01434 0.36214  0.238
H21 0.69157 -0.00500 2.12549  0.260
H22 0.51245 1.78075 -2.88327  0.250
H23 0.90222 0.60160 -4.16574  0.198
H24 2.97967 1.53820 -3.23999  0.208
H25 2.51300 1.03089 -1.59594  0.163

***

model ii wins, 1623.9 kJ/mol ahead of the next structure.